[1]
{"formula": "C5H6O2", "method": "ωB97M-V with the def2-TZVPD basis set", "e_homo_ev": -9.6, "fmax_ha_per_bohr": 0.010, "mol_weight_g_mol": 98.1, "de_lowest_ev": 0.032, "smiles": "O=C1CCC(=O)C1", "energy_ev": -9377.0636, "lumo_ha": 0.0201, "symbols": ["O", "C", "C", "C", "C", "O", "C", "H", "H", "H", "H", "H", "H"], "xyz": [[0.578, -2.364, -0.571], [0.331, -1.206, -0.342], [-1.077, -0.631, -0.177], [-0.911, 0.783, 0.388], [0.583, 1.111, 0.326], [1.064, 2.172, 0.640], [1.357, -0.097, -0.178], [-1.669, -1.300, 0.453], [-1.551, -0.630, -1.166], [-1.224, 0.860, 1.435], [-1.467, 1.549, -0.161], [2.167, -0.382, 0.500], [1.821, 0.134, -1.146]], "atomic_forces_ev_per_a": [[-0.1, 0.5, 0.1], [0.0, -0.3, -0.1], [0.0, -0.1, 0.0], [0.0, 0.1, 0.0], [0.1, 0.3, 0.1], [-0.2, -0.4, -0.1], [0.0, 0.0, 0.0], [0.1, 0.1, -0.1], [0.1, 0.0, 0.1], [0.1, 0.0, -0.1], [0.1, -0.1, 0.1], [-0.1, 0.0, -0.1], [-0.1, 0.0, 0.1]]}

---

[2]
{"formula": "C28H72BBrN3O9S9", "method": "ωB97M-V with the def2-TZVPD basis set", "e_homo_ev": -4.5, "charge": -1, "fmax_ha_per_bohr": 0.043, "mol_weight_g_mol": 974.2, "de_lowest_ev": 0.586, "energy_ev": -221332.6280, "lumo_ha": 0.0586, "symbols": ["C", "C", "C", "C", "C", "B", "Br", "C", "C", "C", "N", "C", "C", "S", "C", "N", "N", "C", "O", "H", "H", "H", "H", "H", "H", "H", "H", "H", "H", "H", "H", "H", "H", "H", "H", "H", "H", "H", "H", "H", "H", "H", "H", "C", "S", "O", "C", "H", "H", "H", "H", "H", "H", "C", "S", "O", "C", "H", "H", "H", "H", "H", "H", "C", "S", "O", "C", "H", "H", "H", "H", "H", "H", "C", "S", "O", "C", "H", "H", "H", "H", "H", "H", "C", "S", "O", "C", "H", "H", "H", "H", "H", "H", "C", "S", "O", "C", "H", "H", "H", "H", "H", "H", "C", "S", "O", "C", "H", "H", "H", "H", "H", "H", "C", "S", "O", "C", "H", "H", "H", "H", "H", "H"], "xyz": [[2.041, -1.595, 5.966], [2.303, -1.612, 4.456], [1.006, -1.348, 3.675], [0.883, -2.062, 2.305], [0.935, -1.097, 1.088], [2.370, -0.900, 0.278], [4.037, -1.493, 1.358], [2.534, 0.723, -0.010], [2.839, 1.483, 1.294], [2.376, 2.937, 1.297], [0.939, 3.124, 0.965], [2.305, -1.787, -1.112], [3.084, -1.276, -2.331], [4.894, -1.415, -2.229], [5.275, -2.798, -3.198], [4.773, -3.274, -4.265], [5.547, -4.390, -4.589], [6.440, -4.480, -3.720], [6.345, -3.507, -2.774], [2.953, -1.783, 6.525], [1.670, -0.624, 6.271], [1.295, -2.353, 6.184], [2.794, -2.522, 4.131], [2.968, -0.779, 4.241], [0.192, -1.707, 4.304], [0.831, -0.283, 3.565], [1.579, -2.891, 2.221], [-0.117, -2.502, 2.310], [0.185, -1.454, 0.379], [0.560, -0.133, 1.435], [3.370, 0.943, -0.680], [1.580, 1.105, -0.374], [2.430, 0.970, 2.163], [3.916, 1.510, 1.425], [3.032, 3.504, 0.637], [2.557, 3.335, 2.297], [0.894, 3.807, 0.216], [0.507, 3.609, 1.744], [2.702, -2.782, -0.890], [1.285, -1.940, -1.465], [2.864, -0.249, -2.566], [2.754, -1.839, -3.198], [7.222, -5.204, -3.674], [-0.918, -0.515, -5.457], [0.753, 0.095, -5.176], [0.911, 0.233, -3.708], [0.444, 1.742, -5.814], [-0.972, -1.534, -5.078], [-1.630, 0.120, -4.926], [-1.129, -0.511, -6.528], [-0.360, 2.199, -5.235], [0.172, 1.688, -6.866], [1.352, 2.331, -5.706], [-1.610, 5.883, -8.614], [-1.218, 4.949, -7.129], [-0.049, 4.089, -7.460], [-2.666, 3.897, -7.154], [-0.794, 6.579, -8.798], [-1.706, 5.205, -9.461], [-2.537, 6.437, -8.456], [-2.698, 3.340, -8.093], [-3.561, 4.501, -7.040], [-2.594, 3.205, -6.316], [2.725, 3.237, -9.943], [1.998, 4.875, -9.994], [0.920, 4.848, -11.020], [3.411, 5.695, -10.750], [1.979, 2.557, -9.539], [3.004, 2.927, -10.951], [3.598, 3.249, -9.291], [3.641, 5.229, -11.709], [4.267, 5.630, -10.080], [3.148, 6.740, -10.906], [-7.208, 2.140, -4.714], [-5.541, 2.227, -5.381], [-5.359, 3.605, -5.904], [-5.848, 1.160, -6.796], [-7.249, 2.780, -3.835], [-7.922, 2.491, -5.460], [-7.429, 1.111, -4.428], [-6.651, 1.577, -7.405], [-6.112, 0.163, -6.445], [-4.932, 1.109, -7.381], [-2.253, -0.088, 8.951], [-1.033, -1.125, 8.124], [-0.936, -0.632, 6.731], [-2.056, -2.599, 8.089], [-1.834, 0.912, 9.040], [-3.167, -0.053, 8.358], [-2.459, -0.491, 9.943], [-2.984, -2.392, 7.557], [-2.271, -2.920, 9.106], [-1.498, -3.376, 7.568], [4.526, -4.525, 10.024], [3.837, -2.867, 9.889], [2.892, -2.879, 8.751], [5.349, -2.090, 9.304], [3.727, -5.194, 10.338], [4.911, -4.841, 9.055], [5.321, -4.530, 10.771], [5.676, -2.572, 8.382], [6.120, -2.169, 10.072], [5.132, -1.042, 9.110], [-1.674, 2.622, -0.916], [-1.711, 1.440, -2.262], [-2.259, 2.151, -3.462], [-3.053, 0.446, -1.595], [-0.924, 3.371, -1.154], [-2.653, 3.096, -0.814], [-1.392, 2.111, 0.005], [-3.939, 1.066, -1.450], [-2.735, 0.005, -0.650], [-3.271, -0.345, -2.311], [-6.703, -4.992, 10.438], [-4.959, -4.946, 10.003], [-4.650, -3.556, 9.586], [-5.114, -5.921, 8.502], [-6.839, -4.397, 11.339], [-7.294, -4.569, 9.625], [-7.002, -6.022, 10.632], [-5.811, -5.435, 7.820], [-5.462, -6.923, 8.754], [-4.131, -5.982, 8.039]], "atomic_forces_ev_per_a": [[0.4, -0.1, -0.7], [-0.4, 1.2, 0.3], [0.3, -1.1, 0.0], [-0.9, 0.9, 0.0], [0.8, -0.7, 0.6], [-1.4, 0.9, -1.1], [0.4, -0.3, 0.3], [0.4, -0.5, 1.2], [-0.2, 0.3, -0.5], [0.1, -0.3, 0.5], [0.4, 0.5, 0.0], [1.2, 0.0, 0.3], [-0.6, -0.7, -0.2], [0.2, 0.2, 0.3], [0.0, 0.7, 1.0], [-0.7, -0.4, -1.0], [-1.4, -0.2, -1.7], [0.8, 0.4, 1.3], [0.8, -0.5, 0.2], [0.0, -0.2, 0.2], [-0.3, 0.1, 0.1], [-0.1, -0.1, 0.4], [0.0, -0.2, 0.0], [0.5, -0.1, -0.2], [-0.2, 0.0, 0.1], [0.1, 0.3, -0.1], [0.3, 0.0, 0.0], [-0.1, -0.2, -0.1], [0.0, 0.0, -0.3], [0.0, 0.2, 0.1], [-0.2, 0.1, -0.4], [0.0, 0.0, -0.5], [-0.2, -0.1, 0.1], [0.2, -0.1, 0.3], [-0.2, 0.1, -0.3], [0.1, 0.1, 0.1], [-0.1, -0.2, -0.1], [-0.1, -0.1, 0.1], [-0.1, -0.2, 0.0], [-0.2, 0.2, 0.0], [0.1, 0.4, 0.1], [0.3, 0.0, -0.3], [0.3, -0.1, 0.2], [-0.2, -0.1, 0.0], [0.0, 0.1, -0.1], [-0.1, 0.0, 0.0], [-0.1, 0.0, 0.0], [0.1, 0.0, 0.0], [0.1, 0.1, 0.0], [0.0, 0.0, 0.0], [0.0, -0.1, 0.0], [0.0, 0.0, 0.0], [0.0, 0.0, 0.0], [-0.1, 0.0, -0.1], [-0.1, 0.1, 0.1], [0.2, 0.0, -0.2], [0.1, -0.1, -0.2], [0.0, 0.0, 0.0], [0.1, 0.0, 0.0], [0.0, 0.0, 0.0], [0.1, 0.1, 0.0], [0.0, 0.0, 0.1], [0.0, 0.1, 0.1], [0.1, -0.1, -0.1], [-0.1, 0.2, 0.2], [0.0, 0.0, -0.1], [0.1, -0.1, -0.1], [0.0, 0.1, 0.0], [0.0, 0.0, 0.0], [0.0, 0.0, 0.0], [0.0, 0.0, 0.0], [0.0, 0.0, 0.0], [-0.1, 0.0, 0.0], [-0.2, 0.0, 0.0], [0.2, -0.1, 0.2], [-0.3, 0.0, -0.1], [-0.1, 0.0, -0.1], [0.1, 0.0, 0.0], [0.0, 0.0, 0.0], [0.0, 0.0, 0.0], [0.0, 0.0, 0.0], [0.0, 0.0, 0.0], [0.0, 0.0, 0.1], [-0.1, 0.0, 0.1], [0.1, 0.0, 0.1], [-0.2, 0.1, -0.1], [0.0, -0.1, 0.0], [0.1, 0.0, 0.0], [0.0, 0.0, 0.0], [0.0, 0.0, 0.0], [0.0, 0.1, 0.0], [0.0, 0.0, 0.0], [0.1, 0.1, 0.0], [0.1, -0.1, 0.0], [0.1, 0.1, 0.1], [-0.1, -0.1, 0.1], [0.1, 0.0, 0.0], [0.0, 0.0, 0.0], [0.0, 0.0, 0.0], [0.0, 0.0, 0.0], [-0.1, 0.0, 0.0], [0.0, 0.0, 0.0], [-0.1, 0.0, 0.0], [-0.3, 0.1, 0.1], [0.3, -0.1, 0.1], [-0.2, 0.0, -0.1], [-0.2, 0.0, 0.1], [0.0, -0.1, 0.0], [0.0, 0.0, -0.1], [0.1, 0.0, -0.1], [0.0, 0.0, 0.0], [0.1, 0.0, 0.0], [0.1, 0.0, 0.0], [-0.1, 0.0, 0.0], [0.0, -0.1, 0.0], [-0.1, 0.1, 0.0], [0.0, -0.1, -0.1], [0.1, 0.0, 0.0], [0.1, 0.0, 0.0], [0.0, 0.0, 0.0], [0.0, 0.0, 0.0], [0.0, 0.0, 0.0], [0.0, 0.0, 0.0]]}

---

[3]
{"formula": "C4H8ClN", "method": "ωB97M-V with the def2-TZVPD basis set", "e_homo_ev": [-8.3, -8.4], "fmax_ha_per_bohr": 0.090, "mol_weight_g_mol": 105.6, "de_lowest_ev": 4.707, "energy_ev": -18285.0646, "lumo_ha": [-0.0154, -0.0029], "symbols": ["C", "C", "C", "C", "N", "Cl", "H", "H", "H", "H", "H", "H", "H", "H"], "xyz": [[-1.493, -0.733, -0.169], [0.538, 0.674, -0.027], [-0.866, -2.082, -0.256], [0.060, 2.026, -0.237], [-2.780, -0.764, -0.043], [-3.748, 0.597, 0.238], [1.049, 0.115, -0.773], [0.765, 0.462, 0.987], [0.006, -2.299, 0.473], [-0.458, -2.351, -1.267], [-1.419, -3.016, -0.179], [0.064, 2.387, -1.346], [0.791, 2.755, 0.249], [-0.842, 2.276, 0.215]], "atomic_forces_ev_per_a": [[-0.7, 0.0, 0.9], [-3.1, -1.3, 0.0], [2.6, -2.2, -0.5], [2.6, 2.8, -2.6], [2.7, -0.4, -0.3], [0.1, 0.8, 0.0], [0.3, -0.2, -0.4], [0.2, -0.6, 0.7], [-1.2, 1.0, -1.1], [0.2, 1.1, 0.5], [-1.3, 0.5, 0.7], [-0.3, -0.9, 1.9], [-0.5, -0.8, -0.4], [-1.7, 0.1, 0.7]]}